Run i
The following is a quantum chemistry calculation of a molecular structure, C22H27Cl2F24GaNO4, from the OMol25 dataset.

As for the charge: -1. Its frontier orbital gap is 7.780 eV. The spin multiplicity is 1.

CARTESIAN COORDINATES (ANGSTROEM)
1 C 1.783 -0.955 1.700
2 C 2.348 -0.014 0.657
3 O 2.747 -0.487 -0.396
4 N 2.479 1.357 0.895
5 C 3.841 1.843 0.626
6 C 1.857 1.941 2.094
7 C 0.382 2.337 1.930
8 C -0.661 1.332 2.432
9 C -1.987 1.619 1.683
10 Ga -1.957 1.166 -0.269
11 Cl -1.019 2.819 -1.529
12 Cl -0.864 -0.789 -0.599
13 H 2.381 -1.868 1.619
14 H 1.830 -0.596 2.727
15 H 0.759 -1.218 1.418
16 H 3.829 2.624 -0.143
17 H 4.458 1.033 0.228
18 H 4.297 2.242 1.536
19 H 2.406 2.871 2.275
20 H 2.008 1.323 2.987
21 H 0.256 3.251 2.526
22 H 0.219 2.621 0.887
23 H -0.362 0.285 2.329
24 H -0.832 1.505 3.505
25 H -2.216 2.680 1.851
26 H -2.810 1.039 2.117
27 H -3.434 0.987 -0.837
28 C 0.839 3.303 -6.866
29 C 0.407 4.526 -7.690
30 C 1.448 5.617 -7.963
31 F 1.878 6.196 -6.831
32 F 0.878 6.576 -8.734
33 F -0.711 5.076 -7.179
34 F 0.096 4.042 -8.935
35 O 0.507 3.256 -5.500
36 C 1.314 3.782 -4.518
37 C 0.612 4.907 -3.748
38 F 0.245 5.896 -4.601
39 F 1.491 5.431 -2.861
40 F 2.505 4.194 -5.017
41 F 1.573 2.803 -3.642
42 H 0.267 2.483 -7.299
43 H 1.892 3.072 -7.037
44 H 2.301 5.199 -8.505
45 H -0.267 4.532 -3.223
46 C 3.119 -5.565 -0.834
47 C 1.913 -6.495 -0.629
48 C 1.321 -7.190 -1.859
49 F 0.833 -6.311 -2.747
50 F 0.305 -7.991 -1.454
51 F 0.944 -5.871 0.063
52 F 2.376 -7.528 0.150
53 O 2.902 -4.175 -0.885
54 C 2.620 -3.509 -2.059
55 C 1.243 -2.838 -2.022
56 F 0.289 -3.774 -1.807
57 F 1.015 -2.280 -3.231
58 F 2.758 -4.326 -3.132
59 F 3.541 -2.541 -2.191
60 H 3.708 -5.702 0.074
61 H 3.739 -5.911 -1.663
62 H 2.080 -7.812 -2.343
63 H 1.196 -2.078 -1.241
64 C -3.077 -1.664 6.485
65 C -4.319 -2.565 6.562
66 C -4.883 -3.133 5.255
67 F -5.303 -2.155 4.437
68 F -5.947 -3.916 5.558
69 F -5.299 -1.954 7.260
70 F -3.929 -3.665 7.278
71 O -3.263 -0.263 6.531
72 C -3.469 0.482 5.392
73 C -4.826 1.197 5.416
74 F -5.832 0.309 5.551
75 F -4.989 1.862 4.255
76 F -3.300 -0.251 4.283
77 F -2.528 1.453 5.388
78 H -2.535 -1.884 7.404
79 H -2.427 -1.959 5.660
80 H -4.133 -3.742 4.745
81 H -4.856 1.902 6.249

***

Run ii
The following is a quantum chemistry calculation of a molecular structure, C22H27Cl2F24GaNO4, from the OMol25 dataset.

As for the charge: -1. Its frontier orbital gap is 7.718 eV. The spin multiplicity is 1.

CARTESIAN COORDINATES (ANGSTROEM)
1 C 2.112 -0.868 1.813
2 C 2.531 0.113 0.745
3 O 2.954 -0.341 -0.327
4 N 2.527 1.502 0.958
5 C 3.860 2.079 0.752
6 C 1.833 2.031 2.146
7 C 0.343 2.353 1.958
8 C -0.672 1.329 2.452
9 C -1.988 1.594 1.671
10 Ga -1.909 1.123 -0.284
11 Cl -0.997 2.788 -1.556
12 Cl -0.841 -0.848 -0.623
13 H 2.798 -1.695 1.720
14 H 2.164 -0.502 2.826
15 H 1.133 -1.249 1.566
16 H 3.817 2.830 -0.025
17 H 4.545 1.330 0.391
18 H 4.244 2.522 1.660
19 H 2.302 2.985 2.334
20 H 2.007 1.435 3.037
21 H 0.176 3.249 2.545
22 H 0.194 2.629 0.924
23 H -0.356 0.298 2.376
24 H -0.870 1.510 3.501
25 H -2.222 2.638 1.833
26 H -2.801 1.014 2.093
27 H -3.394 0.944 -0.840
28 C 0.840 3.273 -6.893
29 C 0.407 4.502 -7.711
30 C 1.448 5.594 -7.966
31 F 1.881 6.160 -6.825
32 F 0.878 6.567 -8.724
33 F -0.712 5.041 -7.191
34 F 0.087 4.031 -8.956
35 O 0.508 3.210 -5.526
36 C 1.309 3.756 -4.544
37 C 0.596 4.878 -3.785
38 F 0.212 5.859 -4.640
39 F 1.463 5.422 -2.897
40 F 2.503 4.171 -5.045
41 F 1.571 2.785 -3.660
42 H 0.272 2.452 -7.328
43 H 1.891 3.037 -7.062
44 H 2.301 5.186 -8.515
45 H -0.280 4.498 -3.258
46 C 3.019 -5.669 -0.874
47 C 1.786 -6.575 -0.720
48 C 1.211 -7.219 -1.983
49 F 0.776 -6.305 -2.866
50 F 0.156 -7.998 -1.628
51 F 0.818 -5.933 -0.041
52 F 2.192 -7.629 0.056
53 O 2.844 -4.272 -0.900
54 C 2.581 -3.584 -2.072
55 C 1.217 -2.894 -2.042
56 F 0.238 -3.811 -1.844
57 F 1.001 -2.312 -3.244
58 F 2.727 -4.390 -3.157
59 F 3.520 -2.627 -2.175
60 H 3.584 -5.836 0.042
61 H 3.659 -6.009 -1.690
62 H 1.962 -7.856 -2.460
63 H 1.174 -2.143 -1.252
64 C -3.091 -1.650 6.516
65 C -4.324 -2.566 6.575
66 C -4.848 -3.149 5.260
67 F -5.250 -2.184 4.414
68 F -5.917 -3.937 5.540
69 F -5.325 -1.951 7.242
70 F -3.949 -3.648 7.321
71 O -3.285 -0.249 6.542
72 C -3.502 0.474 5.387
73 C -4.871 1.159 5.385
74 F -5.862 0.254 5.529
75 F -5.041 1.798 4.210
76 F -3.302 -0.278 4.293
77 F -2.577 1.455 5.373
78 H -2.565 -1.851 7.447
79 H -2.413 -1.946 5.715
80 H -4.080 -3.762 4.779
81 H -4.927 1.879 6.205

***

Which of them is least stable? Easy: run ii.

***

Run i
The following is a quantum chemistry calculation of 3 unconnected molecules or ions with the total composition C3H14NO2, from the OMol25 dataset.

As for the charge: +1. Its frontier orbital gap is 11.902 eV. The spin multiplicity is 1.

CARTESIAN COORDINATES (ANGSTROEM)
1 C 0.831 0.507 -2.792
2 C -0.353 0.558 -1.698
3 N 0.186 0.255 -0.240
4 C -0.072 1.448 0.769
5 H 1.381 -0.432 -2.734
6 H 0.471 0.560 -3.851
7 H 1.582 1.273 -2.526
8 H -0.713 1.591 -1.788
9 H -1.201 -0.109 -1.780
10 H 1.206 -0.120 -0.309
11 H -0.205 -0.475 0.309
12 H -0.926 2.036 0.506
13 H 0.889 1.909 0.982
14 H -0.556 1.018 1.655
15 H -1.724 -2.756 0.882
16 H -2.508 -1.527 1.147
17 O -1.661 -1.780 0.758
18 H 0.409 -1.073 3.773
19 H 1.902 -1.427 3.761
20 O 1.064 -1.455 3.177

***

Run ii
The following is a quantum chemistry calculation of 3 unconnected molecules or ions with the total composition C3H14NO2, from the OMol25 dataset.

As for the charge: +1. Its frontier orbital gap is 12.947 eV. The spin multiplicity is 1.

CARTESIAN COORDINATES (ANGSTROEM)
1 C -1.136 1.880 -0.641
2 C -1.535 0.473 -0.255
3 N -0.377 -0.284 0.319
4 C -0.801 -1.640 0.782
5 H -0.812 1.972 -1.671
6 H -1.942 2.586 -0.469
7 H -0.294 2.229 -0.029
8 H -2.304 0.509 0.521
9 H -1.916 -0.130 -1.075
10 H 0.120 0.214 1.058
11 H 0.294 -0.413 -0.442
12 H -1.574 -2.002 0.120
13 H -1.127 -1.627 1.813
14 H 0.035 -2.328 0.675
15 H 2.348 -0.650 -2.369
16 H 2.010 -1.676 -1.278
17 O 1.652 -0.914 -1.758
18 H 2.921 0.381 0.981
19 H 2.318 1.039 2.198
20 O 2.121 0.381 1.519

***

Which of them is least stable? Easy: run i.